C11H22B3BrO5S as an isolated structure, computed with the ωB97M-V functional and the def2-TZVPD basis.

Each line ends with the natural charge from an NBO analysis.
Geometry (Å):
C (0.9346, -5.5355, -0.1532)  -0.1030
C (0.3628, -4.6482, -0.7307)  -0.3956
B (-0.3250, -3.5125, -1.4763)  1.1366
O (0.3839, -2.4464, -1.9986)  -0.8545
B (0.0223, -1.2890, -1.3311)  1.1516
C (1.0588, -0.1023, -1.2066)  -0.4231
O (2.3734, -0.6331, -1.2467)  -0.5345
C (3.2752, 0.0951, -0.4300)  -0.0606
C (3.0842, -0.1501, 1.0816)  -0.4495
C (2.3204, -1.4507, 1.3868)  -0.6155
O (-1.2474, -1.2071, -0.7704)  -0.8970
B (-2.1446, -2.2298, -1.0400)  1.1551
C (-3.6874, -2.0338, -0.7592)  -0.5780
Br (-4.1429, -3.0794, 0.8274)  0.0044
C (-4.1603, -0.5649, -0.7271)  -0.4101
C (-4.4406, 0.0473, 0.6553)  -0.6089
O (-1.7119, -3.4315, -1.5549)  -0.8603
H (1.3881, -6.4189, 0.2354)  0.2338
H (0.8931, 0.6156, -2.0242)  0.2007
H (0.8667, 0.4146, -0.2595)  0.1944
H (3.2395, 1.1583, -0.6901)  0.1685
H (4.2751, -0.2518, -0.7001)  0.1834
H (4.0620, -0.2139, 1.5577)  0.2076
H (2.5564, 0.6981, 1.5121)  0.2258
H (1.2438, -1.2557, 1.4099)  0.1914
H (2.4934, -2.2228, 0.6400)  0.2198
H (2.5726, -1.8035, 2.3860)  0.2109
H (-4.2076, -2.5425, -1.5706)  0.2450
H (-3.4085, 0.0534, -1.2186)  0.2129
H (-5.0783, -0.4893, -1.3107)  0.2055
H (-5.4679, -0.1440, 0.9566)  0.2128
H (-4.3313, 1.1322, 0.5836)  0.2056
H (-3.7390, -0.2956, 1.4112)  0.2159
C (-0.0462, 3.7514, 1.1062)  -0.8320
S (1.5573, 3.5130, 0.3308)  1.2540
O (2.4933, 3.0772, 1.3978)  -0.9866
C (1.8868, 5.2541, 0.0329)  -0.8304
H (-0.4156, 2.7743, 1.4121)  0.2419
H (0.0646, 4.3948, 1.9788)  0.2326
H (-0.7347, 4.1943, 0.3863)  0.2276
H (1.8660, 5.7941, 0.9794)  0.2320
H (1.1399, 5.6524, -0.6540)  0.2272
H (2.8750, 5.3318, -0.4153)  0.2422

Forces on atoms 1 to 6 (eV/Å):
-0.162 -0.248 -0.381
0.156 -0.174 -0.106
-0.214 -0.114 -0.668
-0.025 -0.111 0.970
0.405 0.351 -0.381
-0.359 -0.430 0.010

Calculated values
Lowest unoccupied orbital energy = 0.34 eV
Kohn-Sham gap = 0.3519 Eh
ΔE to the lowest compared entry with this formula, charge and spin = 0.202 eV
HOMO level = -9.24 eV